ORCA calculation (ωB97M-V with the def2-TZVPD basis set) on C36H40O3OsP2S as an isolated structure.

```
83
Properties=species:S:1:pos:R:3:mulliken_charge:R:1
Os -0.04722 0.55392 -0.68026 1.626
C -2.03008 1.10932 -2.62333 0.719
C -1.59481 -0.20826 -2.62665 -1.317
C -0.62749 -0.75115 -3.68170 -1.086
C 0.74432 -0.09553 -3.59938 -1.760
C 1.06183 0.55922 -2.27440 -0.171
C 0.49646 1.85527 -1.86940 0.629
C -0.24195 2.72519 -2.96233 -1.127
C -1.51322 2.14683 -3.61444 -1.121
C 1.15828 -0.61557 1.66506 -1.312
H -2.98089 1.41879 -2.14068 0.571
H -2.23810 -1.02675 -2.25254 0.890
H -1.05137 -0.87042 -4.72158 0.379
H -0.54182 -1.81642 -3.44480 0.309
H 1.47964 -0.86936 -3.80271 0.545
H 0.82650 0.53993 -4.47611 0.464
H 2.11016 0.43050 -2.07606 0.875
H 1.03546 2.72363 -1.32347 0.014
H 0.45290 3.15828 -3.74660 0.349
H -0.65690 3.60409 -2.42109 0.438
H -2.22117 3.00973 -3.72400 0.385
H -1.32875 1.83959 -4.66385 0.327
H 1.33592 0.22224 2.34990 0.627
H 1.99155 -1.22736 2.02908 0.687
H 0.34326 -1.22839 2.14390 0.304
P -1.44936 -1.12009 0.01185 0.264
P 2.14327 -0.64884 0.12340 1.229
C -0.17528 -2.20878 -0.89852 -0.498
C 1.18869 -1.96336 -0.75302 -1.458
C -2.26509 -2.32423 1.09890 0.172
C -2.61948 -3.56081 0.49589 -0.406
C -3.42398 -4.46594 1.18018 -0.768
C -3.80979 -4.16958 2.49238 -0.566
C -3.38896 -2.99446 3.13829 -0.815
C -2.62253 -2.05956 2.44495 -0.034
C -2.97664 0.09253 -0.20876 2.175
C -2.84114 1.47193 0.03379 -1.283
C -3.87324 2.38644 0.05061 -0.644
C -5.14863 1.86444 -0.14507 -0.925
C -5.32819 0.46229 -0.32285 -0.840
C -4.25285 -0.45920 -0.30091 -0.647
C 3.77042 -1.61977 0.59520 0.873
C 3.52427 -2.95223 0.95527 -0.343
C 4.57193 -3.66077 1.53470 -0.856
C 5.79489 -3.03219 1.75485 -0.476
C 6.05862 -1.69712 1.42567 -0.793
C 5.00394 -0.96329 0.85576 -0.448
C 3.00299 1.11993 -0.02497 0.647
C 2.50209 2.21240 0.69242 -1.086
C 2.88154 3.51200 0.30259 -0.570
C 3.85858 3.75717 -0.68007 -0.779
C 4.46663 2.67651 -1.29778 -0.855
C 4.03443 1.39102 -0.95626 -0.197
H -0.63841 -3.01337 -1.51422 0.889
H 1.86425 -2.53064 -1.39421 0.804
H -2.29383 -3.80040 -0.52484 0.242
H -3.76465 -5.37512 0.66488 0.423
H -4.43811 -4.88641 3.00805 0.405
H -3.70431 -2.82127 4.16926 0.441
H -2.31346 -1.11113 2.89210 0.255
H -1.86880 1.95674 0.12960 0.146
H -3.54090 3.42419 0.14996 0.526
H -5.93090 2.61135 -0.28462 0.464
H -6.30367 0.05629 -0.60559 0.421
H -4.32224 -1.56200 -0.35555 0.512
H 2.51551 -3.33391 0.73662 0.382
H 4.41638 -4.67337 1.85765 0.442
H 6.57783 -3.55717 2.26922 0.395
H 7.01781 -1.18670 1.61516 0.433
H 5.10891 0.12145 0.64187 0.283
H 1.76492 2.07517 1.50663 0.043
H 2.37210 4.34321 0.79303 0.467
H 4.18787 4.76708 -0.92715 0.452
H 5.30024 2.77575 -1.99733 0.467
H 4.52863 0.56153 -1.45325 0.553
C -1.02925 2.12007 4.52346 -1.035
S -1.79906 2.11756 2.93797 1.317
O -3.17064 1.86299 3.10616 -0.523
O -1.49477 3.47819 2.35694 -0.401
O -1.01196 1.05072 2.26896 -0.180
H -1.83077 2.19218 5.26479 0.432
H -0.29948 2.92948 4.57413 0.366
H -0.48884 1.17375 4.52928 0.261
```

Output
- frontier orbital gap (alpha / beta) (eV) = 6.744 / 4.338
- energy above the lowest of the compared OMol25 structures with the same formula, charge and spin (kcal per mole) = 82.65
- total charge = +2
- 2S+1 = 5
- HOMO (alpha / beta) (hartree) = -0.4822 / -0.5152
- ⟨S²⟩ = 6.046



ORCA calculation (ωB97M-V with the def2-TZVPD basis set) on C36H40P2Ru as an isolated structure.

```
79
Properties=species:S:1:pos:R:3:mulliken_charge:R:1
Ru 1.40530 2.50686 -1.00198 0.208
C 1.09979 4.30810 -1.66123 -0.080
C 0.16755 3.93010 -0.59929 -0.265
C -1.25496 3.56362 -0.96877 -1.405
C -1.32382 2.27613 -1.81914 -0.599
C -0.02460 1.50061 -1.83089 0.807
C 1.00832 1.84124 -2.79237 -0.210
C 0.81616 2.96159 -3.79564 -1.143
C 0.68670 4.34999 -3.12132 -0.967
C -0.34802 -3.70743 0.75416 -1.518
H 1.75942 5.14890 -1.40132 0.531
H 0.28809 4.47986 0.33948 0.705
H -1.75091 4.41492 -1.46424 0.363
H -1.80027 3.42014 -0.02369 0.445
H -2.09138 1.60205 -1.39504 0.246
H -1.64941 2.50819 -2.84943 0.381
H -0.10736 0.44524 -1.57085 -0.431
H 1.56829 0.98978 -3.18555 0.650
H -0.01614 2.75445 -4.49236 0.397
H 1.69647 2.99259 -4.45913 0.491
H 1.36338 5.05023 -3.63807 0.420
H -0.31063 4.79059 -3.25624 0.262
H 0.56474 -3.82774 0.16440 0.423
H -0.75771 -4.70990 0.93686 0.554
H -0.10654 -3.21979 1.72827 0.449
P 0.16310 -1.09927 2.23982 0.544
P -1.59369 -2.78634 -0.15180 2.069
C -1.37680 -0.54505 1.55187 -0.222
C -1.94761 -1.13433 0.44626 -1.145
C 0.71675 0.11826 3.45185 0.435
C 0.04811 1.31860 3.73133 -0.286
C 0.18637 1.86566 5.01441 -0.746
C 0.98657 1.21955 5.97560 -0.460
C 1.80388 0.13696 5.60392 -0.677
C 1.74089 -0.35829 4.29849 -0.610
C 3.08682 2.56343 0.25797 0.302
C 4.27554 2.22815 -0.36640 -0.297
C 5.47350 2.34284 0.35101 -0.662
C 5.41449 2.75828 1.69190 -0.438
C 4.19744 3.06794 2.31705 -0.647
C 3.00077 2.98269 1.57822 0.051
C -3.09171 -3.77730 0.08932 0.080
C -3.65379 -3.79714 1.37844 -0.456
C -4.70661 -4.66453 1.66552 -0.665
C -5.19640 -5.51890 0.67252 -0.475
C -4.62323 -5.50948 -0.60221 -0.724
C -3.56340 -4.64867 -0.89923 -0.372
C -1.23365 -2.64553 -1.91526 0.487
C 0.07202 -2.82770 -2.40167 -0.392
C 0.34679 -2.59963 -3.75000 -0.787
C -0.66388 -2.17412 -4.61643 -0.567
C -1.96042 -1.97627 -4.13197 -0.826
C -2.24207 -2.19500 -2.78251 -0.478
H -1.87809 0.24862 2.13586 0.560
H -2.77067 -0.60900 -0.05871 0.439
H -0.55844 1.78526 2.95750 0.401
H -0.35348 2.76559 5.29198 0.443
H 0.97280 1.55690 7.01125 0.434
H 2.46874 -0.32297 6.32565 0.439
H 2.42170 -1.11335 3.92988 0.402
H 4.23482 1.91329 -1.41384 0.402
H 6.42971 2.13338 -0.13936 0.406
H 6.35123 2.86527 2.24637 0.403
H 4.18403 3.39468 3.36245 0.444
H 2.02249 3.24550 1.98904 0.324
H -3.25470 -3.14044 2.15368 0.336
H -5.13711 -4.67904 2.66553 0.410
H -6.01827 -6.19763 0.89923 0.403
H -4.99711 -6.18149 -1.37224 0.405
H -3.09649 -4.66071 -1.88555 0.378
H 0.86277 -3.15278 -1.72354 0.210
H 1.35791 -2.76632 -4.12131 0.469
H -0.44278 -2.00556 -5.67158 0.451
H -2.75677 -1.65753 -4.80431 0.455
H -3.24797 -2.01752 -2.39499 0.492
C 1.46840 -1.05540 0.99729 -0.394
H 2.03884 -2.00154 1.04402 0.373
H 2.10533 -0.21692 1.27063 0.414
H 1.05089 -0.84539 0.01039 -0.249
```

Output
- frontier orbital gap (alpha / beta) (eV) = 4.579 / 6.267
- energy above the lowest of the compared OMol25 structures with the same formula, charge and spin (kcal per mole) = 18.26
- total charge = +2
- 2S+1 = 5
- HOMO (alpha / beta) (hartree) = -0.4008 / -0.5146
- ⟨S²⟩ = 6.021



ORCA calculation (ωB97M-V with the def2-TZVPD basis set) on C36H41AlN9S as an isolated structure.

```
88
Properties=species:S:1:pos:R:3:mulliken_charge:R:1
Al -0.31482 -1.06508 -0.09687 -1.557
C 4.22636 -3.28621 -4.79477 -1.564
C 3.55345 -2.67971 -3.59098 0.581
C 3.92687 -3.04480 -2.29940 -1.084
C 3.31645 -2.48183 -1.19927 0.019
C 2.29466 -1.52924 -1.32188 -0.701
N 1.72686 -0.94097 -0.19438 0.678
C 2.59138 -0.38234 0.70771 0.515
C 3.85032 0.12380 0.30581 -0.337
C 4.72213 0.74746 1.17013 -1.234
C 4.38862 0.93391 2.50930 0.402
C 5.32671 1.60031 3.48409 -1.595
C 3.14901 0.48054 2.92180 -0.948
C 2.26564 -0.17784 2.07112 0.768
N 1.07616 -0.71242 2.62164 0.239
C 0.81577 -0.96455 3.92647 0.090
C -0.39441 -1.61902 3.99203 -1.506
C -0.81617 -1.73136 2.66750 -0.193
N 0.07961 -1.17717 1.85961 0.435
C 1.87962 -1.22232 -2.62795 0.107
C 2.51507 -1.77725 -3.73448 -0.373
N 0.82208 -0.30462 -2.82106 -0.144
C 0.62869 0.55421 -3.84386 0.042
C -0.52831 1.25737 -3.57523 -1.898
C -0.98633 0.75099 -2.35419 -0.023
N -0.15539 -0.18178 -1.91601 0.735
H 5.21693 -3.65860 -4.53497 0.390
H 3.64288 -4.12791 -5.17619 0.283
H 4.32916 -2.55683 -5.59930 0.361
H 4.70454 -3.78707 -2.15968 0.332
H 3.61663 -2.77483 -0.20188 0.491
H 4.11699 0.03610 -0.73816 0.486
H 5.67267 1.11310 0.79553 0.380
H 6.36060 1.31652 3.28408 0.376
H 5.26160 2.69019 3.42051 0.271
H 5.08213 1.31303 4.50698 0.366
H 2.86198 0.63780 3.95443 0.297
H 1.48362 -0.68540 4.71927 0.380
H -0.88857 -1.97316 4.87899 0.432
H -1.70742 -2.16252 2.24284 0.498
H 2.17373 -1.51115 -4.72891 0.468
H 1.30772 0.62047 -4.67529 0.455
H -0.96640 2.02915 -4.18370 0.544
H -1.86070 0.98413 -1.76609 0.476
C 0.39766 4.53452 -1.47644 -0.704
N 1.17667 3.98279 -0.37669 0.122
C 1.56055 4.93195 0.65749 -1.012
C 0.90262 2.73956 0.01550 -0.068
N 0.71072 1.65074 0.34574 -0.102
H 1.00661 5.27180 -2.00236 0.340
H -0.51068 5.02720 -1.11209 0.301
H 0.12275 3.73546 -2.16050 0.117
H 2.20220 5.69688 0.21764 0.340
H 2.10733 4.41286 1.44137 0.314
H 0.68286 5.42273 1.09410 0.324
C -2.27990 1.79008 3.10343 -1.836
C -2.31342 1.73103 1.57256 2.921
C -2.29129 3.15306 1.00167 -1.306
C -3.48661 0.92650 1.06587 0.472
C -4.76261 1.37477 1.34593 -0.279
C -5.89063 0.67736 0.93833 -1.285
C -5.69448 -0.49650 0.22487 -0.785
C -4.44192 -1.00097 -0.09405 0.523
C -4.48647 -2.30659 -0.88897 0.539
C -4.70259 -3.49501 0.05855 -1.394
C -3.31587 -2.60613 -1.82157 -1.300
C -3.24041 -0.30485 0.32397 -0.617
N -2.01890 -0.73047 0.05070 1.120
H -1.38870 2.32254 3.45517 0.408
H -2.25638 0.77925 3.51380 0.366
H -3.16456 2.29949 3.49513 0.320
H -1.41745 1.22323 1.23392 -1.557
H -3.20792 3.69234 1.25334 0.291
H -2.19578 3.13808 -0.08735 0.230
H -1.44607 3.71053 1.42441 0.249
H -4.89135 2.30606 1.89486 0.247
H -6.88864 1.03702 1.16131 0.350
H -6.57036 -1.05110 -0.10783 0.302
H -5.38016 -2.22992 -1.52158 0.519
H -3.85747 -3.58341 0.74546 0.173
H -4.78507 -4.43116 -0.50302 0.406
H -5.61407 -3.36471 0.64508 0.386
H -2.42468 -2.83544 -1.25187 -0.096
H -3.08801 -1.74802 -2.45631 0.251
H -3.56398 -3.46255 -2.45887 0.496
S 0.35061 -5.62971 -0.73032 -0.530
C 0.08541 -4.05926 -0.60886 1.132
N -0.09771 -2.90515 -0.52686 -0.430
```

Output
- frontier orbital gap (eV) = 4.778
- energy above the lowest of the compared OMol25 structures with the same formula, charge and spin (kcal per mole) = 8.95
- total charge = -1
- 2S+1 = 1
- HOMO (hartree) = -0.0931